No. 1
23
Properties=species:S:1:pos:R:3:forces:R:3 method="wB97M-V/def2-TZVPD" relative_energy_ev=2.107 gap_ev=9.904 spin_multiplicity=1 mol_weight_da=122.211 homo_ev=-8.90 smiles=Cc1ccccc1.CC total_charge=0
C -0.2700 0.9732 1.7500 1.428 -0.434 0.486
C -2.0559 -0.8686 -1.6428 0.581 -0.025 -0.156
C -0.9205 -0.2253 1.9260 -1.919 0.548 -0.129
C -1.4471 -0.2025 -0.4339 -0.309 1.615 -1.545
C -1.6074 -0.7920 0.8399 1.546 1.446 -0.453
C 3.0535 -0.6444 -1.4175 -0.920 -2.595 -2.142
C 2.7075 -0.2718 -0.0042 -0.309 1.819 -0.624
C -0.6695 1.0031 -0.6852 -2.173 -2.222 3.966
C -0.1267 1.5003 0.4981 1.144 0.559 -2.291
H 4.0557 -0.9393 -1.5575 1.744 -0.046 0.472
H 2.6143 -1.6571 -1.7942 -0.052 1.787 0.808
H 0.6138 2.2238 0.2073 0.074 1.122 1.074
H -2.2370 -1.6364 1.0190 -0.256 -0.483 -0.327
H -0.7598 1.7266 -1.4695 0.231 -0.641 -1.071
H 2.9558 0.0429 -2.2684 -0.757 0.307 0.661
H 2.7114 0.8318 0.1189 -1.063 -0.481 -0.249
H 3.5104 -0.4256 0.6246 2.053 -1.137 1.305
H -1.1525 -1.4520 -1.9853 -1.755 -0.551 -0.051
H 0.3118 1.4008 2.5576 -0.240 0.118 0.121
H 1.8870 -0.7923 0.4632 -0.641 0.296 -0.240
H -3.0365 -1.2721 -1.4001 0.497 -1.441 0.242
H -2.3838 -0.2856 -2.5030 0.750 0.957 0.139
H -1.1652 -0.5185 2.9387 0.349 -0.517 0.006

No. 2
25
Properties=species:S:1:pos:R:3:forces:R:3 method="wB97M-V/def2-TZVPD" relative_energy_ev=0.923 gap_ev=10.064 spin_multiplicity=1 mol_weight_da=163.220 homo_ev=-9.23 total_charge=0
O -0.9492 1.1014 -2.4850 -0.868 -1.404 0.734
N 0.4355 -0.5141 -1.6025 0.826 -0.889 -2.319
C 0.5730 -1.7450 0.5683 0.524 -0.469 -0.853
C 1.8372 0.5008 0.0585 1.022 0.796 0.569
C -0.1320 1.8587 0.5145 -0.022 -0.827 -0.891
C 1.3000 1.9564 0.0039 0.116 -0.509 -0.033
C -1.9341 -1.6784 0.3771 2.464 -0.055 -0.038
C -1.8997 -0.1457 0.5541 1.003 0.028 0.263
C -0.6000 0.5046 -0.0837 -2.366 -1.125 1.515
C 0.6594 -0.3884 -0.1919 -0.313 -1.104 1.683
C -0.7746 -2.4265 0.3721 -2.196 1.709 0.079
C -0.6371 0.3225 -1.5902 1.326 4.193 -1.664
H 1.2830 2.2816 -1.0398 0.111 0.248 0.153
H -0.8551 -3.5111 0.2307 0.225 0.490 0.101
H -0.1350 1.7550 1.6032 -0.187 0.052 -0.038
H -2.8950 -2.1372 0.2423 -0.237 -0.251 -0.036
H -1.8795 0.0959 1.6318 -0.103 -0.158 -0.213
H -0.7258 2.7088 0.1995 -0.261 0.067 0.100
H 0.7675 -1.6066 1.6440 0.028 0.075 -0.284
H 1.9248 2.6045 0.6138 0.016 0.250 -0.227
H 1.3716 -2.4131 0.1548 -0.471 0.498 0.473
H 1.1805 -0.2072 -2.2662 -0.852 -0.825 0.555
H -2.7881 0.3728 0.1437 0.407 -0.455 0.080
H 2.6257 0.3941 -0.7207 -0.274 -0.302 0.766
H 2.2470 0.3163 1.0679 0.080 -0.032 -0.477

No. 3
39
Properties=species:S:1:pos:R:3:forces:R:3 method="wB97M-V/def2-TZVPD" relative_energy_ev=9.974 gap_ev=7.278 spin_multiplicity=1 mol_weight_da=234.195 homo_ev=-7.60 total_charge=0
O 1.1660 0.0358 0.4134 0.427 1.423 -1.099
O 2.2720 3.7397 -0.7082 4.578 -0.102 1.653
O 2.3946 1.3544 3.4616 1.398 1.203 1.998
O -0.4593 1.9359 -0.4369 1.368 -2.119 0.423
O -0.7702 -2.7774 1.7360 0.416 -2.003 1.040
O -1.6356 1.0510 3.4235 4.365 2.633 2.529
O -1.9457 -2.1089 -0.9862 -3.389 -6.495 -2.026
O 0.1269 -3.9334 -0.6786 -3.673 -0.031 -1.453
O -2.0327 2.1517 -4.6229 -0.743 3.369 1.088
O -0.9971 -0.3946 -0.9758 5.158 3.012 -1.788
O 3.8142 -0.3665 0.8249 0.594 -0.688 -2.860
O -2.8860 1.1795 1.8970 -4.810 1.622 -1.569
O -0.2215 -0.3887 -3.7577 -1.938 1.784 -0.267
H -1.8652 1.3683 -5.0574 0.534 -2.531 -0.836
H 1.6487 3.4933 -1.3080 -3.028 -0.858 -2.729
H -1.4801 -2.0242 -0.1987 1.105 1.064 1.738
H -0.3515 2.7946 -0.7015 -0.380 3.972 -0.753
H -1.8112 0.2640 3.8633 0.227 -2.182 1.691
H -0.5180 -3.6805 2.1220 -0.687 2.022 -0.685
H -1.0300 -0.1719 -4.2888 0.693 0.239 1.412
H 1.6455 -0.6098 0.8993 0.516 -1.192 0.293
H -0.1738 -0.6144 -1.5769 -2.959 0.476 1.250
H 1.6667 0.2612 -0.4129 -0.814 -0.738 1.101
H 2.5243 0.6883 2.8340 -0.439 -1.449 -1.547
H -0.6771 -4.1050 -0.1195 0.986 0.344 -1.058
H 3.2891 1.3402 3.8876 -1.196 0.414 -0.156
H 3.1055 3.3350 -1.1047 -1.445 0.980 0.945
H 0.7737 -4.1522 -0.0888 3.187 -0.782 2.221
H 3.4077 -0.0451 1.5796 -0.633 0.972 2.471
H -0.4937 -0.1348 -0.2004 -0.545 0.517 0.261
H -3.1504 0.3427 2.3255 0.037 0.759 -0.699
H 0.0448 -1.0768 -4.3085 1.536 -2.273 -1.150
H 0.4731 1.6570 -0.5719 -1.259 -0.036 0.479
H -3.1747 1.8767 2.5991 0.814 -2.034 -2.231
H -1.4455 -2.8827 -1.3272 -0.853 0.557 -0.385
H -1.6751 -2.8913 1.4077 0.005 0.003 0.253
H -0.7516 1.4061 3.6643 -0.606 -0.805 0.292
H -1.9946 2.1055 -3.6608 0.125 -0.687 -0.272
H 3.1880 -0.0228 0.1535 1.328 -0.357 0.424

No. 4
58
Properties=species:S:1:pos:R:3:forces:R:3 method="wB97M-V/def2-TZVPD" relative_energy_ev=0.283 gap_ev=7.642 spin_multiplicity=1 mol_weight_da=457.515 homo_ev=-10.54 total_charge=+1
Sc -0.1167 0.3568 0.2911 0.248 -1.360 0.818
S -1.6370 -0.8545 1.9044 -0.017 0.125 -0.278
O 0.2205 2.1940 -0.1484 0.317 0.678 -0.202
O 1.0948 -1.9158 0.2043 0.026 -0.109 0.161
N -2.0220 0.9233 -0.6780 -0.374 0.179 0.079
N 2.2974 0.3274 1.1312 0.010 -0.010 -0.227
N 0.1949 1.5064 2.6658 -0.145 -0.107 -0.074
N -0.3174 -0.8009 -1.9269 -0.024 0.183 0.278
C 2.9356 -4.3315 -2.6531 0.087 -0.097 0.013
C 0.2429 -1.7788 -2.5204 -0.035 0.029 -0.023
C 1.9155 -3.4661 -2.9874 -0.047 0.058 -0.042
C 1.5815 -1.9538 1.5571 0.155 0.122 0.145
C -0.8634 1.1653 3.6297 -0.035 -0.192 0.065
C 3.3555 -4.3873 -1.3343 -0.072 0.065 -0.115
C -2.5727 0.0332 -1.6768 0.107 -0.108 -0.119
C -1.1881 -0.3150 3.5884 0.000 -0.033 -0.263
C 1.3134 -2.6327 -2.0407 0.165 -0.121 0.162
C -0.5449 3.1523 0.3414 -0.458 0.725 0.116
C -1.4269 -0.1841 -2.6584 -0.216 0.091 -0.038
C 1.5446 1.3629 3.2172 0.062 -0.035 -0.226
C 1.7376 -2.7121 -0.7051 0.027 0.063 -0.294
C 2.5466 1.4289 2.0767 -0.215 0.051 0.153
C 2.7606 -3.5895 -0.3684 0.064 -0.033 0.175
C -2.7198 4.0732 0.9769 -0.032 -0.031 -0.086
C 2.7418 -0.9856 1.6512 -0.115 -0.151 -0.127
C -2.6201 2.0077 -0.3690 0.042 -0.164 -0.160
C -0.7310 5.2850 1.4949 -0.073 0.012 -0.045
C -1.9645 3.0634 0.3671 0.388 0.013 0.103
C 0.0338 4.3161 0.8795 0.207 -0.163 -0.104
C -2.1186 5.1615 1.5661 -0.040 0.024 0.040
H -2.8480 -0.9190 -1.2162 -0.049 0.018 0.011
H 1.5694 -3.4216 -4.0133 -0.027 0.024 0.018
H 0.7393 -1.6168 2.1563 -0.055 -0.015 0.010
H -1.7514 -0.7920 -3.5061 0.066 -0.048 0.010
H -2.0468 -0.5158 4.2264 0.051 -0.026 0.084
H -0.5704 1.4531 4.6470 -0.026 0.073 -0.006
H -1.1007 0.7906 -3.0295 -0.005 -0.010 -0.028
H 1.1093 4.4254 0.8007 -0.012 0.003 0.024
H 3.3917 -4.9614 -3.4037 -0.008 0.019 -0.001
H 3.0687 -0.9019 2.6874 0.031 0.015 0.018
H 3.1131 -3.6818 0.6472 0.004 0.028 -0.042
H 3.5850 -1.3570 1.0659 0.044 0.064 0.036
H 1.7719 2.1471 3.9460 -0.011 -0.034 0.057
H 3.5703 1.4051 2.4615 0.010 -0.004 -0.013
H -0.3554 -0.9202 3.9577 0.004 0.041 0.080
H -0.0927 -2.0423 -3.5272 -0.042 0.016 0.009
H 1.6126 0.4057 3.7384 0.001 -0.006 0.010
H -3.6358 2.1926 -0.7253 0.006 0.016 -0.032
H 1.8313 -2.9653 1.8666 -0.057 -0.012 -0.018
H -3.4398 0.4598 -2.1852 -0.042 0.003 0.055
H 2.8295 0.5277 0.2919 0.004 0.030 -0.046
H 2.4009 2.3655 1.5369 0.060 -0.001 -0.024
H -2.7129 5.9212 2.0537 0.001 0.001 -0.015
H -0.2491 6.1590 1.9137 0.021 -0.014 0.005
H 4.1532 -5.0576 -1.0442 -0.012 -0.009 0.015
H 0.0802 2.4869 2.4353 0.003 0.051 -0.077
H -1.7616 1.7216 3.3600 0.032 0.048 -0.030
H -3.7997 3.9784 0.9762 0.002 0.024 0.004